Molecular formula: C4H14N2O2
Method: DFT, ωB97M-V/def2-TZVPD

Structure (ORCA input):
```
! RIJCOSX wB97M-V def2-TZVPD def2/J DEFGRID3
* xyz 0 1
N 0.44063 -2.39291 -0.72571
C 0.34651 -0.94831 -0.80363
C -0.25923 -0.42785 0.49940
C -0.12489 1.07873 0.76552
N -0.92219 1.78230 -0.23110
C 1.38403 1.38425 0.90718
O 1.60172 2.03567 2.15710
H 1.31094 -2.66920 -0.28497
H 0.47190 -2.86241 -1.62105
H -0.36443 -0.70241 -1.59030
H 1.22719 -0.36851 -1.10851
H 0.16542 -1.01515 1.32844
H -1.28751 -0.78627 0.58220
H -0.53782 1.25798 1.74726
H -0.40300 2.52997 -0.65478
H -1.75937 2.22268 0.12227
H 2.01113 0.52059 0.73426
H 1.57214 2.16836 0.15845
H 2.31325 1.61452 2.64442
O -2.26888 -1.99478 -2.17376
H -2.26631 -2.94321 -1.98702
H -2.17862 -1.60238 -1.29815
*
```

Computed properties:
F_max in Eh/bohr: 0.049
LUMO in eV: 0.8
SMILES: NCC[C@H](N)CO.O
Kohn-Sham gap in eV: 9.9
HOMO energy in eV: -9.1
Energy relative to the best compared isomer or geometry (same formula, charge and spin) in kcal per mole: 30.34

Results of the Löwdin charge analysis, in e, for atoms 1 through 6:
1. N -0.004
2. C -0.315
3. C -0.194
4. C -0.372
5. N 0.055
6. C -0.209

Molecular formula: C57H103N5O21
Method: DFT, ωB97M-V/def2-TZVPD

Structure (ORCA input):
```
! RIJCOSX wB97M-V def2-TZVPD def2/J DEFGRID3
* xyz 0 1
O -0.29081 1.88220 -2.04750
C -1.30179 1.27132 -2.77727
C -1.82280 0.01987 -2.49706
C -2.87674 -0.54009 -3.20339
C -3.34934 0.16991 -4.29957
O -4.44003 -0.23686 -5.03874
C -2.79107 1.38008 -4.67267
C -1.81979 1.97985 -3.85982
H 0.40077 2.08725 -2.68567
H -1.57045 -0.59546 -1.63775
H -3.33779 -1.47671 -2.91992
H -4.46106 -1.19713 -5.09685
H -3.07070 1.86794 -5.59559
H -1.47741 3.00017 -3.97220
O 1.95302 0.08670 0.81973
C 0.76898 -0.55429 0.87881
C -0.35633 0.14083 1.31657
C -1.58274 -0.51998 1.32698
C -1.65722 -1.86071 0.96239
O -2.87108 -2.50236 1.04623
C -0.52737 -2.54940 0.53494
C 0.70385 -1.88690 0.51896
H 2.62364 -0.22395 0.20735
H -0.36331 1.17771 1.61858
H -2.47971 -0.06266 1.71939
H -2.94977 -3.24614 0.42886
H -0.55870 -3.56470 0.16405
H 1.56999 -2.39403 0.11379
O 3.59910 -0.00993 -1.70980
C 3.16352 -0.79563 -2.72471
C 1.76993 -0.81365 -2.93091
C 1.22293 -1.48777 -4.03189
C 2.04115 -2.22320 -4.87409
O 1.46753 -2.94768 -5.87377
C 3.41502 -2.23533 -4.59335
C 3.97769 -1.54779 -3.54761
H 4.52661 -0.23513 -1.44867
H 1.01817 -0.29991 -2.34609
H 0.14396 -1.55701 -4.08975
H 1.94825 -2.84717 -6.70161
H 4.06391 -2.81274 -5.24461
H 5.05544 -1.45994 -3.49866
O -9.56640 0.03304 -0.36587
C -8.53697 -0.60473 0.29399
C -7.30416 -0.74888 -0.37192
C -6.26232 -1.27468 0.34641
C -6.39373 -1.64295 1.67896
O -5.31445 -2.09084 2.39373
C -7.60940 -1.57731 2.30770
C -8.68160 -1.00495 1.60572
H -10.34930 0.05406 0.19146
H -7.26715 -0.56497 -1.43615
H -5.37831 -1.37805 -0.27434
H -4.56490 -2.29688 1.80950
H -7.76507 -1.78306 3.35644
H -9.60259 -0.83364 2.15053
C -10.33462 2.06404 3.99050
O -9.02004 2.61269 4.04752
C -8.37918 2.22889 5.26825
C -7.59143 0.93389 5.03189
N -6.66334 0.73236 6.13713
C -5.94702 -0.54674 6.07598
C -4.73358 -0.52845 5.15309
O -3.87578 0.46939 5.68332
C -2.57407 0.47715 5.11239
H -10.87161 2.45431 4.85754
H -10.35126 0.97238 3.94659
H -10.82358 2.41119 3.08228
H -9.09940 2.09261 6.07916
H -7.69856 3.04019 5.52637
H -7.06080 1.09256 4.08508
H -8.22165 0.06415 4.84348
H -5.96331 1.45969 6.20854
H -6.64815 -1.34702 5.83033
H -5.69636 -0.70056 7.13088
H -5.03932 -0.06023 4.20791
H -4.35647 -1.53725 4.97104
H -2.19821 -0.54388 5.06108
H -1.97812 1.12930 5.75113
H -2.60624 1.00327 4.15128
C 4.59938 3.92395 -4.93804
O 5.63236 3.02599 -4.51778
C 5.43233 1.66392 -4.85194
C 6.54359 0.86513 -4.25867
N 6.53844 0.86621 -2.79067
C 7.50020 -0.07860 -2.29266
C 7.20948 -0.37721 -0.81290
O 5.90437 -0.78840 -0.51042
C 5.48927 -0.63418 0.82773
H 3.65644 3.62207 -4.48036
H 4.49392 3.83900 -6.02362
H 4.99179 4.89897 -4.66901
H 5.40475 1.52071 -5.93644
H 4.50532 1.24608 -4.43474
H 7.44785 1.33838 -4.66735
H 6.37374 -0.17736 -4.52971
H 6.58737 1.83245 -2.49353
H 8.56592 0.17136 -2.21019
H 7.43014 -1.06209 -2.76193
H 7.54115 0.50297 -0.24293
H 7.92189 -1.13484 -0.45772
H 6.31589 -0.85941 1.50707
H 4.53122 -1.12512 0.97052
H 5.31256 0.44178 0.98085
C 4.51948 4.26952 7.75424
O 4.73438 4.04725 6.38238
C 5.94982 4.56855 5.89670
C 6.32948 3.84438 4.63105
N 5.58292 4.16304 3.44825
C 5.76300 3.24493 2.34127
C 4.67328 3.45753 1.29832
O 3.42554 3.19674 1.90746
C 2.36330 3.30044 0.96321
H 3.51521 4.08189 8.12353
H 4.74664 5.31423 8.00213
H 5.25445 3.65719 8.29112
H 6.74221 4.33294 6.61763
H 5.97069 5.65090 5.73791
H 6.32476 2.75806 4.81696
H 7.37834 4.03030 4.36596
H 4.57841 4.27768 3.51386
H 5.73656 2.17357 2.60335
H 6.78313 3.32607 1.94692
H 4.77518 2.80477 0.42273
H 4.70796 4.48994 0.93208
H 2.54189 2.44209 0.30957
H 2.50181 4.14839 0.27987
H 1.36187 3.37159 1.37098
C -4.78620 1.58333 1.54125
O -5.69782 2.29769 2.37572
C -6.12819 3.50838 1.79827
C -6.93649 3.36337 0.51370
N -7.68665 4.56720 0.20481
C -8.94710 4.68326 0.93653
C -10.03809 3.73215 0.41246
O -10.27248 3.83171 -1.01451
C -10.65098 5.14815 -1.41124
H -4.43653 0.73312 2.12435
H -3.92772 2.22399 1.31766
H -5.35399 1.26183 0.66904
H -5.31981 4.17918 1.48561
H -6.76131 4.02447 2.51974
H -7.59379 2.48304 0.49056
H -6.19497 3.14324 -0.26117
H -7.96282 4.56937 -0.76865
H -9.32639 5.67265 0.65432
H -8.93530 4.74324 2.02310
H -10.95993 3.84775 0.98747
H -9.69653 2.69717 0.43796
H -10.94609 5.14601 -2.45537
H -9.83567 5.86220 -1.25322
H -11.42676 5.48463 -0.71430
C 4.73857 -3.55970 -0.83219
O 5.33277 -4.81924 -1.22256
C 6.71521 -4.61499 -1.35139
C 7.48008 -5.91775 -1.63311
N 8.90024 -5.72313 -1.62379
C 9.64931 -6.96586 -1.86206
C 11.03811 -6.74973 -2.37514
O 10.99390 -5.85666 -3.49585
C 12.28354 -5.55903 -3.98046
H 3.66981 -3.61791 -1.01000
H 5.17701 -2.76757 -1.43172
H 5.05804 -3.32328 0.18364
H 7.13824 -4.27369 -0.39767
H 6.96382 -3.87091 -2.11913
H 7.18460 -6.39499 -2.57793
H 7.12815 -6.57236 -0.82957
H 9.26622 -4.98932 -2.21546
H 9.08532 -7.60351 -2.55752
H 9.63552 -7.39767 -0.85835
H 11.59645 -7.64383 -2.64707
H 11.50034 -6.15006 -1.57755
H 12.18320 -5.48909 -5.07175
H 12.99746 -6.37237 -3.84410
H 12.67656 -4.56586 -3.75078
O -2.97255 -4.30698 -1.14006
C -2.43061 -4.47653 -2.19376
O -1.43563 -3.71038 -2.70047
C -1.02599 -4.18801 -3.98881
C -1.93227 -5.37496 -4.19321
O -2.82151 -5.40160 -3.07243
H -1.20383 -3.46414 -4.77867
H -0.00567 -4.56610 -4.02681
H -1.53135 -6.37236 -4.37128
H -2.55013 -5.24083 -5.08614
*
```

Computed properties:
F_max in Eh/bohr: 0.051
LUMO in eV: 0.1
SMILES: Oc1ccc(O)cc1.Oc1ccc(O)cc1.Oc1ccc(O)cc1.Oc1ccc(O)cc1.COCCNCCOC.COCCNCCOC.COCCNCCOC.COCCNCCOC.COCCNCCOC.O=C1OCCO1
Kohn-Sham gap in eV: 7.6
HOMO energy in eV: -7.5

Results of the Löwdin charge analysis, in e, for atoms 1 through 6:
1. O 0.017
2. C -0.319
3. C -0.019
4. C -0.013
5. C -0.326
6. O 0.035

Molecular formula: C28H33N8OSSeV
Method: DFT, ωB97M-V/def2-TZVPD

Structure (ORCA input):
```
! RIJCOSX wB97M-V def2-TZVPD def2/J DEFGRID3
* xyz 3 2
V -0.84565 -0.22025 -0.80772
N 0.11437 3.22537 -2.31163
C 0.57125 3.99398 -1.13103
C -0.58648 4.34699 -0.20865
C -1.22162 3.17440 0.55227
C -2.30339 2.38203 -0.17430
N -1.76120 1.53311 -1.29669
H 0.91708 2.91133 -2.84843
H -0.40030 3.84481 -2.93328
H 1.08252 4.90841 -1.43443
H 1.30286 3.38118 -0.59698
H -1.35712 4.88429 -0.77120
H -0.20878 5.06147 0.52356
H -1.69358 3.57010 1.45327
H -0.43746 2.49103 0.90208
H -3.04046 3.06472 -0.60058
H -2.82268 1.74054 0.53764
H -0.98354 2.12854 -1.78675
H -2.48337 1.41372 -2.00607
C 2.94472 -0.22867 4.39499
C 2.03057 0.91209 3.98004
N 0.79838 0.39235 3.33270
C -0.33286 0.09268 4.23954
C -1.29008 1.27061 4.34060
C 0.74038 0.21674 2.04183
S -0.77329 -0.49411 1.41227
N 1.82850 0.48589 1.30418
C 1.90155 0.53067 0.01469
O 0.80025 0.39832 -0.73509
C 3.14559 0.74663 -0.69011
C 4.33097 0.88406 0.04798
C 5.53129 1.08059 -0.60474
C 5.55803 1.14115 -1.99498
C 4.38630 1.00317 -2.73437
C 3.18158 0.80796 -2.09108
H 3.81394 0.17733 4.91049
H 3.28968 -0.78513 3.52307
H 2.44721 -0.91696 5.07841
H 2.52401 1.58392 3.28586
H 1.69251 1.49116 4.83888
H 0.10632 -0.12701 5.21015
H -0.82285 -0.82153 3.90366
H -0.76239 2.16411 4.67519
H -2.07444 1.05191 5.06297
H -1.76005 1.48048 3.37807
H 4.29349 0.83291 1.12712
H 6.44644 1.18656 -0.03922
H 6.49768 1.29721 -2.50843
H 4.42228 1.04998 -3.81430
H 2.27366 0.70202 -2.67198
Se -3.75186 -7.16235 -2.38908
N -4.50077 -5.62369 -1.94412
C -3.53674 -4.74875 -1.81380
C -3.75604 -3.35618 -1.45589
C -5.01812 -2.79884 -1.21960
C -5.11141 -1.45674 -0.90465
C -3.95656 -0.69385 -0.83324
N -2.73794 -1.20783 -1.04918
C -2.64558 -2.52761 -1.35258
C -1.30639 -3.02431 -1.59659
N -0.31023 -2.11465 -1.46537
C 0.95489 -2.49548 -1.70093
C 1.26949 -3.79564 -2.06189
C 0.26077 -4.73143 -2.18513
C -1.06356 -4.34513 -1.95208
C -2.20663 -5.23711 -2.06327
N -2.11246 -6.50024 -2.39125
H -5.89839 -3.42527 -1.29593
H -6.06886 -0.99142 -0.71780
H -4.01709 0.35656 -0.58451
H 1.72815 -1.74715 -1.59900
H 2.30252 -4.05894 -2.23968
H 0.47098 -5.75679 -2.46390
*
```

Computed properties:
F_max in Eh/bohr: 0.020
LUMO (alpha / beta) in eV: -11.1 / -10.5
Expectation value of S²: 0.776
Kohn-Sham gap (alpha / beta) in eV: 5.4 / 6.0
HOMO energy (alpha / beta) in eV: -16.5 / -16.5
Energy relative to the best compared isomer or geometry (same formula, charge and spin) in kcal per mole: 18.86

Results of the Löwdin charge analysis, in e, for atoms 1 through 6:
1. V 0.900
2. N 0.009
3. C -0.222
4. C -0.166
5. C -0.180
6. C -0.204

Molecular formula: C2H8NS
Method: DFT, ωB97M-V/def2-TZVPD

Structure (ORCA input):
```
! RIJCOSX wB97M-V def2-TZVPD def2/J DEFGRID3
* xyz -1 1
S -1.67073 0.94923 -2.33469
H -2.52685 0.15376 -3.00358
C -0.04566 -1.20168 0.40116
N 0.58479 -0.00961 -0.18101
C 1.06179 0.89665 0.83370
H 0.58997 -1.78181 1.06975
H -0.99908 -0.90994 0.86146
H -0.28889 -1.89579 -0.40624
H -0.21917 0.34380 -0.72254
H 0.27754 1.62067 1.12874
H 1.94378 1.50311 0.60867
H 1.29251 0.33161 1.74459
*
```

Computed properties:
F_max in Eh/bohr: 0.026
LUMO in eV: 4.1
Kohn-Sham gap in eV: 6.8
HOMO energy in eV: -2.7
Energy relative to the best compared isomer or geometry (same formula, charge and spin) in kcal per mole: 14.79

Results of the Löwdin charge analysis, in e, for atoms 1 through 6:
1. S -0.204
2. H -0.468
3. C -0.191
4. N -0.209
5. C -0.189
6. H 0.056

Molecular formula: C15H11F17InO2S
Method: DFT, ωB97M-V/def2-TZVPD

Structure (ORCA input):
```
! RIJCOSX wB97M-V def2-TZVPD def2/J DEFGRID3
* xyz 3 1
C 5.54319 2.08135 -0.25333
C 4.66697 2.61737 0.98983
S 3.21346 3.65848 0.53521
C 2.19199 2.80615 -0.79303
C 0.83746 2.09942 -0.15307
C -0.07964 1.88161 -1.42945
F -0.68886 3.12862 -1.79772
F 0.81808 1.62361 -2.53662
C -1.07925 0.63450 -1.44868
F -1.64252 0.64878 -2.77471
F -0.27552 -0.54068 -1.43860
C -2.32306 0.64566 -0.46556
F -2.61450 1.99889 -0.04727
F -3.50536 0.32018 -1.21417
C -2.29553 -0.21020 0.85083
F -3.57127 -0.04574 1.48476
F -1.37061 0.42293 1.76859
C -1.97925 -1.75636 0.85517
F -2.49058 -2.20859 2.12810
F -0.58168 -2.09984 0.93745
C -2.65755 -2.70474 -0.22299
F -2.52611 -2.31919 -1.57638
F -4.07393 -2.70287 0.05501
C -2.19467 -4.25176 -0.19165
F -1.84564 -4.75458 1.06671
F -1.00277 -4.30593 -0.99458
C -3.22802 -5.27015 -0.88579
F -3.56703 -4.93017 -2.21821
F -4.39269 -5.55840 -0.08474
F -2.53663 -6.51537 -0.98830
C 0.32569 2.96626 1.10253
O 0.86606 2.42394 2.35405
C 1.61246 1.21014 2.25083
O 2.22427 0.58908 3.12743
C 1.49454 0.89508 0.65358
H 4.96626 1.36573 -0.94757
H 6.39443 1.44066 0.20006
H 6.06255 2.90224 -0.85795
H 4.25399 1.72185 1.60771
H 5.34555 3.27677 1.65777
H 1.94106 3.64153 -1.54404
H 2.92171 2.01978 -1.22288
H 0.45750 4.10644 0.94078
H -0.80522 2.94485 1.36292
H 1.01892 -0.14299 0.67028
H 2.59177 0.64003 0.40067
In -6.42002 -6.39438 -0.91295
*
```

Computed properties:
F_max in Eh/bohr: 0.108
LUMO in eV: -15.9
Kohn-Sham gap in eV: 3.2
HOMO energy in eV: -19.1

Results of the Löwdin charge analysis, in e, for atoms 1 through 6:
1. C -0.082
2. C -0.369
3. S 1.356
4. C -0.235
5. C -0.208
6. C -0.212

Molecular formula: C4H7O
Method: DFT, ωB97M-V/def2-TZVPD

Structure (ORCA input):
```
! RIJCOSX wB97M-V def2-TZVPD def2/J DEFGRID3
* xyz 1 1
C -1.37631 -1.42595 -0.07455
C 2.36318 0.01275 -0.14481
C -0.85683 -0.23515 -0.04689
C -0.97589 1.13167 0.28811
O 1.34207 -0.41796 0.35702
H -0.98250 -2.44182 -0.10263
H -2.42536 -1.46118 -0.16325
H 3.51004 0.03013 0.04479
H 2.17168 0.30684 -1.23176
H -2.00792 1.43546 0.27304
H -0.48266 1.25466 1.27263
H -0.27948 1.81055 -0.47169
*
```

Computed properties:
F_max in Eh/bohr: 0.098
LUMO (alpha / beta) in eV: -6.0 / -6.0
Kohn-Sham gap (alpha / beta) in eV: 9.2 / 9.2
HOMO energy (alpha / beta) in eV: -15.2 / -15.2
Energy relative to the best compared isomer or geometry (same formula, charge and spin) in kcal per mole: 48.78

Results of the Löwdin charge analysis, in e, for atoms 1 through 6:
1. C 0.147
2. C -0.014
3. C 0.013
4. C -0.039
5. O -0.022
6. H 0.125